1.
{"formula": "C12H28ClN4O4", "method": "wB97M-V/def2-TZVPD", "species": ["Cl", "C", "C", "O", "N", "C", "H", "H", "H", "H", "H", "H", "H", "C", "C", "O", "N", "C", "H", "H", "H", "H", "H", "H", "H", "C", "C", "O", "N", "C", "H", "H", "H", "H", "H", "H", "H", "C", "C", "O", "N", "C", "H", "H", "H", "H", "H", "H", "H"], "xyz": [[0.02, -1.09, -0.02], [-2.05, 1.39, -1.26], [-2.15, 2.21, 0.00], [-2.61, 3.33, -0.04], [-1.91, 1.62, 1.11], [-1.23, 0.34, 1.40], [-1.97, 2.04, -2.13], [-2.85, 0.68, -1.44], [-1.15, 0.77, -1.18], [-2.25, 2.11, 1.92], [-0.16, 0.57, 1.44], [-1.54, -0.44, 0.72], [-1.37, 0.07, 2.45], [-0.21, 0.75, -2.65], [0.52, 1.68, -1.74], [0.73, 2.80, -2.19], [0.60, 1.32, -0.47], [1.11, 2.35, 0.49], [0.14, 1.06, -3.64], [-1.26, 1.01, -2.73], [-0.14, -0.32, -2.45], [0.19, 0.51, -0.03], [0.29, 2.79, 1.06], [1.71, 3.10, -0.01], [1.83, 1.93, 1.19], [-0.97, -1.50, 3.34], [-0.23, -0.22, 3.30], [-0.28, 0.58, 4.23], [0.60, -0.05, 2.26], [1.43, 1.05, 2.15], [-1.44, -1.51, 2.36], [-1.78, -1.37, 4.06], [-0.24, -2.29, 3.55], [0.46, -0.64, 1.45], [2.28, 0.84, 1.51], [1.75, 1.32, 3.16], [0.86, 1.92, 1.82], [0.26, -4.00, -1.03], [1.14, -3.27, -1.99], [1.71, -3.90, -2.88], [1.14, -1.98, -1.93], [1.88, -1.10, -2.77], [0.99, -4.62, -0.52], [-0.47, -4.64, -1.53], [-0.31, -3.36, -0.36], [0.74, -1.48, -1.15], [1.70, -0.13, -2.31], [1.55, -1.03, -3.81], [2.96, -1.22, -2.71]], "lowdin_charge": [0.829, -0.048, -0.590, 0.020, 0.092, -0.211, 0.101, 0.123, 0.008, 0.158, -0.046, 0.028, 0.063, -0.112, -0.583, 0.048, -0.004, -0.117, 0.110, 0.040, 0.064, -0.096, 0.124, 0.111, -0.010, 0.009, -0.669, 0.046, -0.141, -0.148, 0.069, 0.105, 0.105, -0.079, 0.141, 0.135, 0.025, -0.030, -0.629, 0.001, -0.101, -0.093, 0.083, 0.079, 0.013, -0.259, 0.047, 0.095, 0.090], "fmax_ha_per_bohr": 0.217, "gap_ha": 0.2789, "de_lowest_ev": 22.485, "energy_ha": -1453.619426, "charge": -1, "spin_multiplicity": 1, "lumo_ev": 2.920}

---

2.
{"formula": "C10H13N3O5S", "method": "wB97M-V/def2-TZVPD", "species": ["C", "O", "C", "C", "N", "S", "O", "O", "C", "C", "C", "C", "C", "N", "O", "N", "C", "O", "C", "H", "H", "H", "H", "H", "H", "H", "H", "H", "H", "H", "H", "H"], "xyz": [[-0.51, 0.74, 5.42], [0.02, 1.35, 4.26], [-0.30, 0.72, 3.06], [0.47, 1.45, 1.95], [0.15, 0.93, 0.65], [0.69, -0.63, 0.36], [1.97, -0.80, 0.98], [-0.33, -1.61, 0.63], [0.91, -0.55, -1.41], [2.07, -0.94, -2.01], [2.23, -0.92, -3.42], [1.23, -0.52, -4.26], [0.02, -0.11, -3.67], [-1.11, 0.34, -4.18], [-1.91, 0.59, -3.16], [-1.36, 0.32, -1.98], [-0.15, -0.12, -2.23], [-1.68, 0.80, 2.77], [-2.40, -0.42, 2.81], [-0.07, 1.26, 6.27], [-1.60, 0.84, 5.46], [-0.24, -0.33, 5.46], [0.01, -0.35, 3.08], [1.54, 1.32, 2.11], [0.21, 2.51, 1.99], [-0.85, 0.98, 0.46], [2.88, -1.26, -1.38], [3.18, -1.24, -3.83], [1.34, -0.50, -5.33], [-3.41, -0.17, 2.49], [-1.97, -1.16, 2.13], [-2.44, -0.84, 3.83]], "lowdin_charge": [-0.080, -0.108, -0.419, -0.144, -0.104, 0.662, -0.272, -0.277, -0.203, -0.024, -0.044, 0.007, -0.213, 0.138, -0.035, 0.143, -0.217, -0.122, -0.078, 0.090, 0.088, 0.095, 0.155, 0.123, 0.140, 0.100, 0.119, 0.112, 0.119, 0.095, 0.068, 0.086], "fmax_ha_per_bohr": 0.036, "gap_ha": 0.3183, "energy_ha": -1327.385018, "spin_multiplicity": 1, "lumo_ev": -1.085}

---

3.
{"formula": "C43H41AsGaN6O2S2", "method": "wB97M-V/def2-TZVPD", "species": ["Ga", "C", "C", "N", "C", "C", "C", "S", "N", "C", "O", "C", "C", "C", "C", "C", "C", "H", "H", "H", "H", "H", "H", "H", "H", "H", "H", "H", "H", "H", "H", "H", "S", "C", "N", "N", "C", "C", "C", "C", "C", "C", "N", "N", "C", "C", "C", "C", "C", "C", "H", "H", "H", "H", "H", "H", "H", "H", "H", "H", "H", "O", "As", "C", "C", "C", "C", "C", "C", "C", "C", "C", "C", "C", "C", "C", "C", "C", "C", "C", "C", "H", "H", "H", "H", "H", "H", "H", "H", "H", "H", "H", "H", "H", "H", "H"], "xyz": [[-14.35, -15.40, -15.27], [-19.80, -14.31, -17.23], [-18.69, -15.08, -17.89], [-18.20, -16.21, -17.05], [-18.97, -17.46, -17.26], [-18.34, -18.27, -18.37], [-17.19, -16.21, -16.21], [-16.42, -14.67, -15.91], [-16.88, -17.42, -15.66], [-15.72, -17.84, -15.26], [-14.58, -17.25, -15.40], [-15.70, -19.19, -14.65], [-14.48, -19.83, -14.45], [-14.44, -21.06, -13.87], [-15.63, -21.73, -13.58], [-16.84, -21.11, -13.83], [-16.90, -19.83, -14.39], [-20.22, -13.56, -17.85], [-19.43, -13.78, -16.35], [-20.63, -14.96, -16.93], [-17.82, -14.49, -18.03], [-18.94, -15.53, -18.88], [-19.95, -17.13, -17.52], [-18.97, -17.97, -16.31], [-18.28, -17.65, -19.23], [-18.95, -19.15, -18.59], [-17.30, -18.61, -18.17], [-13.60, -19.28, -14.75], [-13.46, -21.51, -13.66], [-15.53, -22.73, -13.18], [-17.77, -21.63, -13.63], [-17.81, -19.32, -14.60], [-12.37, -14.74, -16.12], [-12.05, -16.24, -17.13], [-10.95, -16.94, -17.01], [-10.11, -16.64, -16.05], [-8.86, -17.31, -15.91], [-8.01, -16.95, -14.85], [-6.81, -17.61, -14.72], [-6.40, -18.64, -15.59], [-7.30, -19.00, -16.58], [-8.45, -18.29, -16.76], [-12.91, -16.70, -18.12], [-13.95, -16.11, -18.25], [-14.82, -16.67, -19.26], [-14.75, -18.01, -19.56], [-15.65, -18.50, -20.52], [-16.56, -17.66, -21.14], [-16.61, -16.31, -20.84], [-15.73, -15.81, -19.88], [-10.30, -15.84, -15.46], [-8.33, -16.17, -14.13], [-6.13, -17.41, -13.87], [-5.46, -19.14, -15.43], [-7.03, -19.80, -17.29], [-9.07, -18.54, -17.58], [-14.02, -18.65, -19.08], [-15.72, -19.59, -20.73], [-17.26, -18.04, -21.87], [-17.23, -15.57, -21.33], [-15.73, -14.77, -19.59], [-14.45, -15.09, -13.39], [-13.49, -14.04, -12.47], [-13.12, -12.48, -13.50], [-14.14, -11.87, -14.21], [-13.86, -10.69, -14.86], [-12.60, -10.15, -14.76], [-11.60, -10.76, -14.07], [-11.82, -11.97, -13.39], [-11.88, -14.96, -11.97], [-10.99, -14.45, -10.99], [-9.82, -15.12, -10.70], [-9.53, -16.38, -11.29], [-10.41, -16.89, -12.21], [-11.57, -16.19, -12.54], [-14.57, -13.61, -10.98], [-15.91, -13.37, -11.30], [-16.82, -13.02, -10.31], [-16.32, -12.90, -9.02], [-15.00, -13.13, -8.72], [-14.10, -13.54, -9.69], [-15.16, -12.25, -14.21], [-14.63, -10.25, -15.49], [-12.38, -9.24, -15.32], [-10.63, -10.34, -14.04], [-11.04, -12.47, -12.81], [-11.24, -13.49, -10.51], [-9.19, -14.77, -9.89], [-8.62, -16.91, -11.03], [-10.17, -17.79, -12.71], [-12.28, -16.59, -13.26], [-16.24, -13.56, -12.33], [-17.87, -12.94, -10.55], [-17.00, -12.67, -8.19], [-14.66, -12.99, -7.73], [-13.07, -13.73, -9.42]], "lowdin_charge": [-0.039, -0.061, -0.216, -0.090, -0.173, -0.051, -0.612, 0.816, 0.135, -0.377, -0.056, -0.140, -0.026, -0.070, -0.068, -0.066, -0.003, 0.070, 0.075, 0.085, 0.058, 0.131, 0.111, 0.106, 0.034, 0.092, 0.088, 0.118, 0.115, 0.111, 0.111, 0.096, 0.717, -0.649, 0.074, -0.007, -0.220, -0.048, -0.096, -0.077, -0.083, -0.056, 0.023, 0.033, -0.243, -0.024, -0.078, -0.113, -0.093, -0.031, 0.076, 0.109, 0.112, 0.099, 0.118, 0.098, 0.109, 0.124, 0.110, 0.110, 0.110, -0.441, 1.287, -0.328, -0.104, -0.052, -0.068, -0.058, -0.057, -0.281, -0.117, -0.056, -0.056, -0.079, -0.078, -0.298, -0.084, -0.044, -0.069, -0.072, -0.070, 0.103, 0.118, 0.121, 0.104, 0.101, 0.110, 0.113, 0.119, 0.105, 0.091, 0.100, 0.111, 0.125, 0.106, 0.092], "fmax_ha_per_bohr": 0.055, "gap_ha": 0.2711, "de_lowest_ev": 0.000, "energy_ha": -7098.977077, "charge": 1, "spin_multiplicity": 1, "lumo_ev": -2.300}

---

4.
{"formula": "C6H15ClNO", "method": "wB97M-V/def2-TZVPD", "species": ["C", "C", "C", "C", "C", "C", "N", "O", "Cl", "H", "H", "H", "H", "H", "H", "H", "H", "H", "H", "H", "H", "H", "H", "H"], "xyz": [[-2.39, 0.90, -0.10], [-0.69, -0.32, -1.39], [-1.45, -1.25, 0.69], [3.41, 0.80, -0.32], [2.28, -0.97, 0.72], [-0.07, 0.67, 0.78], [-1.20, 0.03, -0.04], [2.81, -0.56, -0.35], [0.13, 2.47, 0.30], [-2.74, 1.15, 0.87], [-2.19, 1.88, -0.54], [-3.16, 0.20, -0.67], [-0.04, -1.19, -1.33], [-1.52, -0.32, -2.13], [-0.05, 0.56, -1.69], [-1.88, -2.08, 0.09], [-0.52, -1.68, 0.90], [-2.16, -1.04, 1.47], [3.01, 1.40, 0.52], [3.16, 1.33, -1.24], [4.49, 0.68, -0.46], [1.97, -1.94, 0.58], [2.18, -0.57, 1.63], [-0.33, 0.77, 1.80]], "lowdin_charge": [-0.053, -0.029, -0.016, 0.030, 0.100, -0.452, -0.471, -0.037, 0.509, 0.087, 0.072, 0.160, 0.099, 0.119, 0.101, 0.127, 0.065, 0.104, 0.100, 0.098, 0.112, 0.095, 0.065, 0.016], "fmax_ha_per_bohr": 0.080, "gap_ha": [0.2656, 0.2655], "de_lowest_ev": 4.942, "energy_ha": -827.360103, "charge": 1, "spin_multiplicity": 1, "lumo_ev": [-4.478, -4.480]}